Entry 1:
DFT (ωB97M-V/def2-TZVPD) results for a 2-piece molecular cluster, C4H8O2 overall.

Cartesian coordinates (Å):
C: 1.82 0.33 -1.46
O: 1.36 0.21 -0.13
C: -0.90 -0.45 2.01
C: -1.47 -0.61 0.81
C: -1.48 0.50 -0.17
O: -1.88 0.38 -1.31
H: 1.00 0.24 -2.19
H: 2.59 -0.42 -1.70
H: 2.27 1.32 -1.56
H: -0.43 0.49 2.28
H: -0.86 -1.25 2.74
H: -1.93 -1.54 0.50
H: 0.98 -0.67 -0.02
H: -1.09 1.47 0.20

Properties
energy above the lowest of the compared OMol25 structures with the same formula, charge and spin = 49.5 kcal per mole
2S+1 = 1
SMILES = C=CC=O.CO
Kohn-Sham gap = 10.2700 eV
charge = 0
molar mass = 88.11 g/mol
HOMO level = -0.366 Ha

Entry 2:
DFT (ωB97M-V/def2-TZVPD) results for a 2-piece molecular cluster, C4H2FNO2 overall.

Cartesian coordinates (Å):
C: -0.43 1.12 -0.06
C: -1.01 -0.95 -0.08
C: 0.14 -0.15 -0.12
C: 1.59 -0.30 0.10
H: -1.01 -1.92 -0.32
H: 1.86 -1.48 0.99
N: -2.04 -0.13 -0.05
O: -1.78 1.13 -0.21
O: 2.55 0.51 -0.36
F: 0.14 2.17 0.12

Properties
energy above the lowest of the compared OMol25 structures with the same formula, charge and spin = 98.0 kcal per mole
2S+1 = 1
Kohn-Sham gap = 9.6036 eV
charge = 0
molar mass = 115.06 g/mol
HOMO level = -0.368 Ha

Entry 3:
DFT (ωB97M-V/def2-TZVPD) results for C3H8LaO3 as an isolated structure.

Cartesian coordinates (Å):
H: -2.97 1.34 -3.65
O: -2.90 1.52 -2.70
O: 0.73 -0.18 -1.77
C: 1.37 -0.93 -0.85
C: 1.17 -0.47 0.59
O: -0.13 0.11 0.68
C: -0.57 0.34 2.02
La: -1.15 1.17 -1.33
H: 2.42 -1.10 -1.13
H: 0.90 -1.95 -1.01
H: 1.92 0.28 0.85
H: 1.25 -1.32 1.27
H: -1.59 0.73 1.97
H: -0.56 -0.61 2.57
H: 0.10 1.07 2.50

Properties
energy above the lowest of the compared OMol25 structures with the same formula, charge and spin = 0.0 kcal per mole
2S+1 = 2
<S²> = 0.755
Kohn-Sham gap (spin up / spin down) = 9.4388 / 6.1336 eV
charge = +2
molar mass = 231.00 g/mol
HOMO level (spin up / spin down) = -0.685 / -0.684 Ha

Entry 4:
DFT (ωB97M-V/def2-TZVPD) results for a 2-piece molecular cluster, C3H9N3O3 overall.

Cartesian coordinates (Å):
O: -1.74 1.13 0.57
C: -0.78 0.36 0.64
N: -0.93 -0.88 0.06
C: -0.04 -1.83 -0.46
N: 1.32 -1.74 -0.34
O: -0.50 -2.66 -1.25
C: 0.42 0.62 1.51
N: 1.57 0.87 0.56
H: -1.87 -1.11 -0.33
H: 1.68 -1.01 0.24
H: 2.01 -2.39 -0.77
H: 0.37 -0.21 2.28
H: 0.12 1.41 2.11
H: 1.44 1.55 -0.18
H: 2.50 0.91 1.09
H: -0.09 2.66 -1.90
H: -0.78 3.28 -0.69
O: 0.16 3.08 -1.06

Properties
energy above the lowest of the compared OMol25 structures with the same formula, charge and spin = 27.4 kcal per mole
2S+1 = 1
SMILES = NCC(=O)NC(N)=O.O
Kohn-Sham gap = 10.0993 eV
charge = 0
molar mass = 135.12 g/mol
HOMO level = -0.352 Ha

Entry 5:
DFT (ωB97M-V/def2-TZVPD) results for one molecule with the formula C4H3NO2.

Cartesian coordinates (Å):
O: 2.83 0.49 0.51
C: 2.01 -0.25 0.03
C: 0.55 -0.10 0.09
N: -0.23 -0.89 -0.58
C: -1.49 -0.36 -0.42
C: -1.40 0.73 0.39
O: -0.10 0.91 0.72
H: 2.26 -1.14 -0.58
H: -2.30 -0.82 -0.97
H: -2.10 1.44 0.81

Properties
energy above the lowest of the compared OMol25 structures with the same formula, charge and spin = 25.7 kcal per mole
2S+1 = 1
SMILES = O=Cc1ncco1
Kohn-Sham gap = 9.8440 eV
charge = 0
molar mass = 97.07 g/mol
HOMO level = -0.368 Ha

Entry 6:
DFT (ωB97M-V/def2-TZVPD) results for one molecule with the formula C12H9F3N2O2.

Cartesian coordinates (Å):
C: -4.63 -1.64 0.90
C: -4.10 -0.25 1.09
O: -3.92 0.26 2.15
C: -3.80 0.52 -0.21
C: -4.02 -0.23 -1.42
N: -4.16 -0.84 -2.37
H: -4.42 1.43 -0.22
C: -2.32 1.00 -0.19
O: -2.03 2.17 -0.20
N: -1.46 -0.05 -0.16
C: -0.06 -0.01 -0.12
C: 0.61 -1.24 -0.05
C: 1.99 -1.28 0.00
C: 2.71 -0.10 -0.03
C: 2.05 1.13 -0.10
C: 0.67 1.17 -0.14
H: 0.17 2.12 -0.19
H: 2.62 2.04 -0.12
C: 4.21 -0.13 0.05
F: 4.79 0.85 -0.66
F: 4.73 -1.29 -0.40
F: 4.66 0.01 1.32
H: 2.50 -2.23 0.06
H: 0.04 -2.16 -0.03
H: -1.84 -0.98 -0.18
H: -5.61 -1.59 0.44
H: -4.71 -2.14 1.86
H: -3.99 -2.22 0.24

Properties
2S+1 = 1
SMILES = CC(=O)[C@H](C#N)C(=O)Nc1ccc(C(F)(F)F)cc1
Kohn-Sham gap = 9.7140 eV
charge = 0
molar mass = 270.21 g/mol
HOMO level = -0.347 Ha

Maximum force in eV Å⁻¹, matching the order above: 0.46; 8.66; 3.92; 3.93; 0.57; 1.18